[1]
Molecular formula: C12H16N
Method: DFT, ωB97M-V/def2-TZVPD

Its charge is +1. As for the spin multiplicity: 3. Its energy above the lowest of the compared OMol25 structures with the same formula, charge and spin is 267.3 kJ/mol.

XYZ file:
```
29
Properties=species:S:1:pos:R:3:lowdin_charge:R:1
C -4.4596 -0.8606 -0.0133 -0.006
C -4.5766 0.5654 -0.0258 -0.025
C -3.2222 -1.4772 -0.1182 0.037
C -3.4619 1.3253 -0.1542 -0.007
C -2.0750 -0.6808 -0.0966 -0.146
C -1.2211 1.5008 -0.0399 0.226
C 0.2031 -0.0460 -0.1585 0.043
C -0.7080 -1.1038 -0.0033 -0.146
C 2.4675 -1.1669 -0.2154 0.007
C 2.0080 0.6111 1.4046 -0.013
C 2.0641 1.1146 -1.0437 -0.024
C 1.6030 0.0983 0.0241 -0.574
N -2.2076 0.6912 -0.1241 -0.058
H -5.3927 -1.5115 0.0294 0.150
H -5.5533 1.1327 -0.1177 0.149
H -3.2731 -2.4904 -0.1666 0.100
H -3.5459 2.4324 -0.2442 0.159
H -1.0236 2.4874 0.1617 0.095
H -0.3758 -1.4953 0.9872 0.161
H -0.6151 -2.1898 -0.5232 0.204
H 2.3894 -1.8541 0.4819 0.044
H 2.2468 -1.5384 -1.1420 0.076
H 3.4592 -0.8939 -0.0931 0.083
H 1.7034 1.7315 1.6212 0.139
H 3.0323 0.6306 1.3539 0.061
H 1.5183 0.1035 2.1241 0.047
H 3.0967 1.5409 -0.9132 0.127
H 1.4400 1.9153 -0.9522 0.040
H 2.1073 0.7465 -1.9744 0.050
```

[2]
Molecular formula: C5H12Br3N2O7V
Method: DFT, ωB97M-V/def2-TZVPD

The calculation puts the energy at -258497.7764 eV.

XYZ file:
```
30
Properties=species:S:1:pos:R:3:lowdin_charge:R:1
O -1.3988 4.0169 -2.0081 -0.356
V 0.0361 4.0303 -1.2036 1.142
O -0.3897 4.0250 0.4021 -0.357
C 0.6310 0.2481 0.5381 -0.077
C -0.1242 0.9346 -0.6849 -0.359
O 0.7780 1.8439 -1.3150 -0.314
H 0.9049 0.9821 1.2959 0.061
H 1.5797 -0.1752 0.2080 0.056
H 0.1809 -0.5526 1.1250 0.056
H -1.0665 1.4071 -0.4073 0.070
H -0.4614 0.2367 -1.4513 0.075
C -0.4752 -2.3678 -2.8887 0.040
N 0.4964 -1.8988 -3.9332 -0.423
O 0.3142 -2.1803 -5.1185 0.045
O 1.3109 -1.0361 -3.6099 0.050
H -1.3676 -1.7554 -3.0175 0.103
H -0.0555 -2.2608 -1.8884 0.089
H -0.6631 -3.4204 -3.1002 0.095
C 2.8847 -1.7060 3.2032 0.033
N 3.5240 -2.9514 3.6871 -0.450
O 3.3346 -3.2073 4.8755 0.048
O 4.1960 -3.6104 2.9272 0.075
H 1.9470 -1.6145 3.7512 0.098
H 2.7311 -1.7259 2.1242 0.088
H 3.5443 -0.8817 3.4744 0.105
C -4.3873 2.7059 0.4853 -1.531
Br -6.1338 2.7675 -0.3847 0.549
Br -4.1570 1.1132 1.6364 0.518
Br -4.1089 4.3632 1.5507 0.515
H -3.6051 2.6699 -0.2730 -0.044
```

[3]
Molecular formula: C12H22Cl4NO2
Method: DFT, ωB97M-V/def2-TZVPD

Its charge is +1. Its energy above the lowest of the compared OMol25 structures with the same formula, charge and spin is 0.0 kJ/mol.

XYZ file:
```
41
Properties=species:S:1:pos:R:3:lowdin_charge:R:1
C 3.2030 -2.8122 0.3300 0.048
C 2.3518 -1.8466 -0.0459 -0.130
C 1.9297 -0.7321 0.8905 -0.231
C 3.1892 0.0013 1.4440 -0.160
C 2.8618 1.4210 1.8340 -0.652
Cl 4.2123 2.2171 2.6550 0.734
N 2.6055 2.1912 0.5649 0.061
C 1.7280 1.4563 -0.4276 -0.016
C 0.9775 0.3000 0.2335 -0.327
O 0.1831 -0.1969 -0.7970 -0.121
C -0.7597 -1.2096 -0.4200 -0.127
C -1.8541 -0.7436 0.5387 -0.191
O -3.0814 -0.9188 -0.1246 -0.160
C -4.2093 -0.5317 0.6526 -0.246
C -4.6959 0.8821 0.3138 -0.062
H 3.0718 -3.8414 0.0156 0.071
H 4.0623 -2.6113 0.9664 0.068
H 1.9378 -1.8456 -1.0500 0.118
H 1.4191 -1.1631 1.7517 0.154
H 3.9761 0.0187 0.6863 0.136
H 3.5650 -0.5234 2.3184 0.130
H 2.0013 1.5042 2.4912 0.129
H 2.2031 3.0995 0.8019 0.181
H 3.5129 2.4014 0.1418 0.168
H 0.9816 2.1679 -0.7756 0.148
H 2.3000 1.1457 -1.2991 0.155
H 0.3684 0.7496 1.0317 0.148
H -1.2574 -1.4874 -1.3452 0.097
H -0.2518 -2.1006 -0.0448 0.125
H -1.7149 0.3025 0.8485 0.126
H -1.8488 -1.3619 1.4457 0.131
H -3.9969 -0.6197 1.7226 0.113
H -4.9950 -1.2572 0.4454 0.121
H -4.8945 1.4447 1.2273 0.071
H -3.9440 1.4240 -0.2586 0.056
H -5.6332 0.8544 -0.2372 0.074
C -1.8428 0.4437 -3.6171 -1.563
Cl -3.1561 1.5976 -3.3911 0.547
Cl -2.4640 -1.1881 -3.8553 0.563
Cl -0.7943 0.9287 -4.9497 0.536
H -1.2471 0.4396 -2.7127 -0.026
```

[4]
Molecular formula: C2H5NO3S3
Method: DFT, ωB97M-V/def2-TZVPD

Its energy above the lowest of the compared OMol25 structures with the same formula, charge and spin is 185.6 kJ/mol.

XYZ file:
```
14
Properties=species:S:1:pos:R:3:lowdin_charge:R:1
C -0.0628 0.8288 0.2785 -0.792
C -1.5485 0.8694 0.1239 -0.335
N -2.1027 -0.2378 -0.6005 -0.003
O 0.7188 -1.1533 -1.2072 -0.276
O 1.9889 -0.7707 0.8803 -0.264
O -0.2340 -1.7187 0.9943 -0.263
S 0.9658 2.0531 0.3189 0.799
S 4.4535 0.2524 -0.5122 0.393
S 0.5948 -0.8793 0.1923 0.508
H -1.8340 1.8037 -0.3752 0.117
H -1.9927 0.8854 1.1278 0.135
H -2.0655 -1.0993 -0.0692 0.062
H -1.6357 -0.3839 -1.4877 0.074
H 2.7541 -0.4498 0.3360 -0.154
```

[5]
Molecular formula: C24H36N12
Method: DFT, ωB97M-V/def2-TZVPD

Its SMILES is CC#N.CC#N.CC#N.CC#N.CC#N.CC#N.CC#N.CC#N.CC#N.CC#N.CC#N.CC#N. Its energy above the lowest of the compared OMol25 structures with the same formula, charge and spin is 128.5 kJ/mol.

XYZ file:
```
72
Properties=species:S:1:pos:R:3:lowdin_charge:R:1
C -18.1809 -19.7062 -9.1391 -0.063
C -19.0427 -20.6487 -9.8945 -0.293
N -19.7025 -21.3325 -10.4987 0.138
H -18.7535 -18.8052 -8.9191 0.046
H -17.3165 -19.5846 -9.7919 0.079
H -17.8496 -20.2249 -8.2394 0.078
C -21.5441 -16.5435 -9.8652 -0.101
C -21.0238 -16.9658 -11.1669 -0.295
N -20.5852 -17.3523 -12.1880 0.152
H -21.1579 -17.2115 -9.0953 0.054
H -22.6334 -16.5266 -9.8326 0.036
H -21.2280 -15.5094 -9.7278 0.041
C -19.5734 -15.1112 -15.0009 -0.062
C -20.9666 -14.8918 -15.4413 -0.262
N -22.0393 -14.6829 -15.7495 0.136
H -18.8347 -14.7632 -15.7229 0.085
H -19.4153 -16.1324 -14.6542 0.067
H -19.4960 -14.4468 -14.1403 0.046
C -23.3751 -21.3927 -11.2710 -0.058
C -23.5992 -20.0399 -10.8391 -0.261
N -23.6878 -18.9305 -10.5261 0.169
H -22.5377 -21.4078 -11.9687 0.084
H -24.2310 -21.7994 -11.8097 0.087
H -23.1980 -22.0250 -10.4010 0.083
C -23.9132 -16.7655 -14.0679 -0.062
C -23.6281 -15.8667 -12.8542 -0.246
N -23.3786 -15.1452 -11.9983 0.129
H -24.9278 -17.1441 -13.9440 0.065
H -23.1761 -17.5430 -14.2689 0.069
H -24.0381 -16.1449 -14.9552 0.048
C -19.4828 -18.2028 -4.2559 -0.052
C -19.9232 -18.4418 -5.6772 -0.187
N -20.2717 -18.6866 -6.7820 0.158
H -19.7413 -17.2826 -3.7320 0.075
H -18.3976 -18.1039 -4.2297 0.079
H -19.7511 -19.0765 -3.6619 0.082
C -22.7910 -20.4789 -7.4737 -0.106
C -21.7319 -21.4658 -7.3686 -0.318
N -20.9232 -22.3011 -7.3801 0.126
H -22.4707 -19.7139 -8.1810 0.044
H -22.9275 -20.1441 -6.4454 0.074
H -23.7305 -20.9372 -7.7825 0.081
C -18.8742 -14.2583 -11.1684 -0.108
C -17.7634 -14.3065 -12.0708 -0.281
N -16.8310 -14.3835 -12.8273 0.121
H -19.1184 -13.2562 -10.8160 0.064
H -18.6048 -14.8715 -10.3085 0.086
H -19.7365 -14.5986 -11.7418 0.062
C -21.7430 -15.1761 -6.1068 -0.073
C -20.5692 -14.4713 -5.5010 -0.247
N -19.6694 -13.8564 -5.0839 0.128
H -21.5494 -15.6473 -7.0704 0.051
H -22.6472 -14.5712 -6.1754 0.080
H -22.0051 -15.9322 -5.3668 0.063
C -18.9570 -20.3125 -14.0456 -0.085
C -19.7653 -19.8898 -15.1676 -0.298
N -20.4720 -19.5588 -16.0235 0.117
H -17.9256 -20.3029 -14.3982 0.081
H -19.1278 -21.3574 -13.7865 0.081
H -19.1227 -19.6292 -13.2126 0.053
C -19.0093 -11.5844 -7.0925 -0.076
C -19.7737 -12.4945 -7.9891 -0.234
N -20.4296 -13.2253 -8.6268 0.146
H -17.9807 -11.9328 -6.9992 0.081
H -19.5123 -11.5167 -6.1279 0.065
H -18.8099 -10.6347 -7.5889 0.078
C -25.5997 -16.1924 -8.6430 -0.061
C -25.0729 -16.7599 -7.3710 -0.269
N -24.7414 -17.2159 -6.3761 0.124
H -25.3532 -15.1313 -8.6822 0.079
H -26.6874 -16.1890 -8.7137 0.081
H -25.1365 -16.7312 -9.4695 0.045
```

[6]
Molecular formula: C4H5NO2
Method: DFT, ωB97M-V/def2-TZVPD

Its SMILES is NC#C[C@H](O)C=O. Its energy above the lowest of the compared OMol25 structures with the same formula, charge and spin is 367.3 kJ/mol.

XYZ file:
```
12
Properties=species:S:1:pos:R:3:lowdin_charge:R:1
N 2.4818 0.6284 0.2416 0.084
C 1.1798 0.8365 0.2649 -0.154
C 0.0485 0.7792 -0.2258 -0.005
C -1.0129 -0.1902 -0.3988 -0.396
O -2.2302 0.1602 -0.9925 -0.027
C -1.3450 -1.0538 0.8339 -0.176
O -0.5272 -1.7300 1.4019 0.066
H 3.1133 1.0323 0.9057 0.093
H 2.8559 -0.0231 -0.4340 0.112
H -0.2952 -0.6393 -1.1518 0.171
H -2.0701 0.9529 -1.5160 0.096
H -2.4019 -1.0016 1.1891 0.136
```

Number 1 is which compound?
C12H16N